Record 1
C40H84N4O25 | the ωB97M-V functional and the def2-TZVPD basis

Atoms and positions in Å:
C (-0.2291, 1.5631, -2.3322)
C (-0.9769, 2.4942, -1.3815)
O (-0.3598, 2.3469, -0.0870)
C (-0.6875, 3.2847, 0.7989)
O (-1.4448, 4.2070, 0.6435)
O (0.0273, 3.0578, 1.9040)
C (-0.2255, 3.8395, 3.0527)
H (0.8210, 1.7127, -2.0569)
H (-0.3514, 1.7820, -3.3858)
H (-0.4254, 0.5480, -1.9771)
H (-2.0479, 2.2860, -1.3713)
H (-0.8860, 3.5278, -1.7164)
H (0.5566, 3.4607, 3.7135)
H (-1.2316, 3.7961, 3.4673)
H (-0.0061, 4.9095, 2.9748)
C (-4.1964, 2.9257, 0.4515)
C (-4.7718, 3.6859, -0.7378)
O (-4.9167, 5.0449, -0.3209)
C (-4.0504, 5.9296, -0.7615)
O (-3.1860, 5.7199, -1.5639)
O (-4.2992, 7.0775, -0.1318)
C (-3.4829, 8.2057, -0.4086)
H (-4.9007, 2.7638, 1.2644)
H (-3.2202, 3.2248, 0.8369)
H (-3.9174, 1.9505, 0.0233)
H (-5.7009, 3.1971, -1.0157)
H (-4.0059, 3.6431, -1.5114)
H (-4.1259, 9.0487, -0.6674)
H (-2.8094, 8.0345, -1.2454)
H (-2.9883, 8.4911, 0.5179)
C (-6.0342, -6.5426, -0.3349)
C (-5.2673, -5.2199, -0.2557)
O (-5.3010, -4.6286, 1.0373)
C (-4.4410, -3.6527, 1.3179)
O (-3.7476, -3.0188, 0.5547)
O (-4.5577, -3.3869, 2.6188)
C (-3.6379, -2.4402, 3.1619)
H (-6.5920, -6.5543, 0.6053)
H (-5.3740, -7.4089, -0.2853)
H (-6.6598, -6.6207, -1.2161)
H (-5.8357, -4.5319, -0.8923)
H (-4.2581, -5.2574, -0.6654)
H (-3.6928, -1.4487, 2.7111)
H (-2.6512, -2.8273, 2.9063)
H (-3.8362, -2.3472, 4.2244)
C (2.6912, -0.7897, 3.5653)
C (2.9805, -0.8433, 5.0564)
O (3.0359, 0.4795, 5.6041)
C (2.3895, 0.7306, 6.7343)
O (1.8799, -0.0994, 7.4382)
O (2.3182, 2.0525, 6.9085)
C (1.3277, 2.5167, 7.8224)
H (3.5902, -0.4384, 3.0595)
H (1.8577, -0.0990, 3.4292)
H (2.4250, -1.7571, 3.1440)
H (3.9405, -1.3139, 5.2779)
H (2.2829, -1.4379, 5.6493)
H (1.7032, 2.3476, 8.8337)
H (0.4079, 1.9280, 7.8096)
H (1.1361, 3.5547, 7.5802)
C (-0.4179, -4.7882, 0.8801)
C (0.6773, -3.7293, 0.6409)
O (1.8098, -4.1391, 1.4171)
C (2.9731, -3.5988, 1.1872)
O (3.2882, -2.9262, 0.2386)
O (3.7992, -3.9057, 2.1984)
C (5.0384, -3.2414, 2.3175)
H (-1.2571, -4.3764, 1.4425)
H (0.0886, -5.6284, 1.3516)
H (-0.9486, -5.1749, 0.0075)
H (0.2616, -2.7835, 0.9774)
H (1.0031, -3.6567, -0.3951)
H (4.8884, -2.3776, 2.9621)
H (5.5697, -3.0835, 1.3781)
H (5.7467, -3.8961, 2.8329)
C (-3.5637, 3.8397, -7.6382)
C (-4.0134, 4.5786, -6.3833)
O (-2.9756, 5.0575, -5.5267)
C (-2.1592, 4.2827, -4.8491)
O (-1.1979, 4.6576, -4.2538)
O (-2.5636, 3.0028, -4.9173)
C (-1.9034, 2.0197, -4.1510)
H (-2.9992, 4.4824, -8.3158)
H (-4.4512, 3.5873, -8.2220)
H (-3.0214, 2.9334, -7.3853)
H (-4.6222, 3.8764, -5.8102)
H (-4.6075, 5.4622, -6.5977)
H (-1.3896, 2.3879, -3.2633)
H (-1.3269, 1.2904, -4.7132)
H (-2.6935, 1.4240, -3.6778)
C (0.1265, -3.9773, 5.2799)
C (-0.1235, -2.6402, 4.5882)
O (-0.6721, -1.6836, 5.5229)
C (-1.0886, -0.6022, 4.9197)
O (-1.1723, -0.3895, 3.7322)
O (-1.4104, 0.3275, 5.8361)
C (-2.0062, 1.4955, 5.2535)
H (-0.7497, -4.1514, 5.8990)
H (1.0713, -3.9351, 5.8206)
H (0.2710, -4.7490, 4.5251)
H (-0.8456, -2.8031, 3.7879)
H (0.7331, -2.0983, 4.1947)
H (-2.1992, 2.0428, 6.1760)
H (-2.9130, 1.4124, 4.6575)
H (-1.2364, 1.9837, 4.6596)
C (0.3757, -0.4666, -1.4972)
O (-0.0261, -0.2197, -2.6220)
N (-0.1541, -0.0832, -0.3322)
C (0.6368, -0.1735, 0.8795)
C (-1.5133, 0.4300, -0.1557)
H (1.3441, -0.9781, -1.3834)
H (0.1192, -0.8240, 1.5845)
H (0.7640, 0.8229, 1.3149)
H (1.6755, -0.4335, 0.6825)
H (-2.0050, -0.2935, 0.4964)
H (-1.4046, 1.3925, 0.3463)
H (-2.0059, 0.5170, -1.1191)
C (2.8381, -6.2738, -3.7893)
O (2.4982, -7.4449, -3.8013)
N (3.0600, -5.5116, -2.7115)
C (3.2915, -4.0726, -2.8313)
C (2.9102, -6.0887, -1.3630)
H (3.0582, -5.7300, -4.7277)
H (4.3355, -3.9444, -2.5288)
H (2.7012, -3.4916, -2.1254)
H (3.1540, -3.7193, -3.8485)
H (2.0023, -5.7548, -0.8652)
H (2.8371, -7.1689, -1.4551)
H (3.8659, -5.8224, -0.9119)
C (5.4765, 1.8301, -0.5538)
O (5.0705, 2.2374, 0.5161)
N (5.0344, 0.7285, -1.1863)
C (5.4840, 0.4075, -2.5428)
C (4.0666, -0.1882, -0.6636)
H (6.1807, 2.3892, -1.1891)
H (5.5906, 1.3046, -3.1523)
H (4.7055, -0.1232, -3.0973)
H (6.3326, -0.2760, -2.5161)
H (3.0687, -0.1784, -1.1091)
H (4.4552, -1.2035, -0.6580)
H (3.8669, 0.1046, 0.3725)
C (3.6805, 0.6409, -5.9884)
O (4.8474, 0.7317, -6.3145)
N (2.9732, 1.5587, -5.3010)
C (3.5864, 2.8339, -4.9202)
C (1.8084, 1.2024, -4.5059)
H (3.0415, -0.2280, -6.2227)
H (2.7852, 3.5695, -5.0108)
H (4.4302, 3.0949, -5.5471)
H (3.8699, 2.8144, -3.8649)
H (1.1033, 2.0341, -4.6030)
H (1.2639, 0.2840, -4.6967)
H (2.0611, 1.2507, -3.4424)

Its gap between HOMO and LUMO is 7.13 eV. Its LUMO energy is 0.01160 Eh. For the total energy, the calculation gives -3674.12300 Ha. Its energy above the lowest of the compared OMol25 structures with the same formula, charge and spin is 189.3 kcal/mol. The value obtained for the highest occupied orbital energy is -6.82 eV.

---

Record 2
C40H85FInN2O7 | the ωB97M-V functional and the def2-TZVPD basis

Atoms and positions in Å:
C (-3.6608, -2.6173, -0.8852)
C (-3.9261, -1.7941, -2.2689)
C (-5.2512, -0.8943, -2.1704)
C (-2.6198, -1.0334, -2.8030)
C (-2.3575, 0.4147, -2.1606)
C (-2.3579, 1.4676, -3.4121)
C (-0.8692, 0.5640, -1.5053)
O (-0.9673, 0.0430, -0.1633)
In (0.9015, -0.3138, 0.7122)
C (0.4607, -0.9079, 2.8864)
C (1.7839, -1.0371, 3.7832)
N (1.4386, -1.9563, 4.9484)
C (1.8596, -2.1099, -0.3146)
C (0.8331, -2.7505, -1.3855)
F (1.0979, -2.2952, -2.7455)
C (2.3660, 1.4002, 0.5830)
C (1.9731, 2.5679, -0.4522)
C (1.2088, 3.7850, 0.2943)
O (1.8659, 4.3321, 1.2397)
N (-0.1300, 4.2853, -0.0970)
C (-1.1048, 4.2060, 1.0197)
C (-2.3927, 3.3185, 0.8609)
C (-3.4094, 3.2009, 2.0551)
C (-3.2164, 3.9503, 3.4000)
C (-1.9502, 4.8394, 3.5668)
C (-0.9620, 4.9492, 2.3828)
H (-4.5963, -3.2884, -0.7534)
H (-2.8013, -3.3445, -1.1147)
H (-3.4675, -1.9360, 0.0072)
H (-4.1586, -2.6206, -3.0490)
H (-5.8230, -0.8354, -3.1680)
H (-5.9218, -1.3893, -1.3654)
H (-5.0848, 0.1781, -1.8197)
H (-2.6461, -0.9268, -3.9523)
H (-1.7115, -1.7080, -2.5680)
H (-3.0806, 0.7195, -1.3334)
H (-1.6022, 1.0557, -4.1838)
H (-1.8813, 2.4532, -3.0352)
H (-3.3967, 1.6351, -3.8527)
H (-0.0610, 0.0802, -2.1553)
H (-0.7161, 1.7110, -1.3992)
H (-0.2924, -0.1328, 3.2964)
H (-0.0869, -1.9285, 2.8567)
H (2.6502, -1.4604, 3.1752)
H (1.9902, -0.0110, 4.2436)
H (0.9264, -1.4240, 5.6770)
H (2.3038, -2.3521, 5.3462)
H (2.1167, -2.9150, 0.4595)
H (2.8179, -1.7951, -0.8498)
H (0.9259, -3.9051, -1.4118)
H (-0.2646, -2.5493, -1.0843)
H (3.3667, 0.9559, 0.2025)
H (2.6049, 1.8488, 1.6109)
H (2.9731, 3.0362, -0.8088)
H (1.4404, 2.2185, -1.3973)
H (-0.0473, 5.2992, -0.3237)
H (-2.6237, 2.7288, -0.0930)
H (-4.3363, 2.5285, 1.9438)
H (-3.9256, 3.8596, 4.2924)
H (-1.7231, 5.4074, 4.5309)
H (-0.0354, 5.6220, 2.4983)
C (0.3069, -5.8970, 3.6536)
C (-0.2820, -5.3517, 4.9437)
O (-1.2860, -6.1891, 5.5091)
C (-0.8834, -7.5047, 5.8637)
C (0.2318, -7.5395, 6.8945)
H (-0.4807, -6.0517, 2.9095)
H (1.0432, -5.1989, 3.2475)
H (0.8057, -6.8562, 3.8058)
H (-0.7589, -4.3923, 4.7324)
H (0.5015, -5.1507, 5.6802)
H (-0.6095, -8.0706, 4.9667)
H (-1.7658, -7.9973, 6.2820)
H (1.1437, -7.0649, 6.5272)
H (0.4732, -8.5726, 7.1583)
H (-0.0706, -7.0083, 7.8018)
C (-2.9376, 3.5941, -8.6284)
C (-3.0385, 4.6037, -7.4966)
O (-2.4028, 4.1795, -6.2997)
C (-1.0068, 3.9207, -6.3846)
C (-0.1919, 5.1290, -6.8124)
H (-3.3671, 2.6347, -8.3239)
H (-3.4734, 3.9560, -9.5102)
H (-1.9023, 3.4106, -8.9202)
H (-4.0930, 4.7529, -7.2521)
H (-2.6521, 5.5803, -7.8049)
H (-0.8212, 3.0655, -7.0434)
H (-0.6867, 3.6147, -5.3851)
H (-0.4661, 5.4759, -7.8108)
H (0.8732, 4.8848, -6.8228)
H (-0.3527, 5.9617, -6.1220)
C (-3.8158, -5.8698, 8.8492)
C (-4.3580, -7.2335, 8.4550)
O (-3.5674, -8.3170, 8.9287)
C (-3.4177, -8.4190, 10.3380)
C (-4.7339, -8.5885, 11.0771)
H (-2.7925, -5.7449, 8.4819)
H (-4.4397, -5.0765, 8.4298)
H (-3.7927, -5.7374, 9.9325)
H (-4.3645, -7.3057, 7.3648)
H (-5.3969, -7.3530, 8.7783)
H (-2.8582, -7.5589, 10.7211)
H (-2.7942, -9.2985, 10.5202)
H (-5.3965, -7.7328, 10.9351)
H (-4.5554, -8.7008, 12.1497)
H (-5.2629, -9.4751, 10.7159)
C (5.3844, -1.4257, -2.9072)
C (5.2884, -0.4149, -1.7766)
O (5.9212, -0.8432, -0.5774)
C (7.3133, -1.1099, -0.6604)
C (8.1369, 0.0930, -1.0878)
H (4.9485, -2.3821, -2.6023)
H (4.8520, -1.0613, -3.7895)
H (6.4196, -1.6160, -3.1979)
H (4.2344, -0.2596, -1.5343)
H (5.6810, 0.5595, -2.0845)
H (7.4949, -1.9664, -1.3190)
H (7.6298, -1.4175, 0.3400)
H (7.8663, 0.4406, -2.0866)
H (9.2009, -0.1587, -1.0963)
H (7.9803, 0.9271, -0.3978)
C (4.4669, 7.2737, -7.3049)
C (3.2080, 7.9691, -7.7967)
O (2.0803, 7.7617, -6.9576)
C (2.2002, 8.2141, -5.6148)
C (2.4603, 9.7060, -5.4984)
H (4.2954, 6.1974, -7.2071)
H (5.2902, 7.4371, -8.0053)
H (4.7825, 7.6442, -6.3282)
H (2.9441, 7.5651, -8.7771)
H (3.3808, 9.0403, -7.9408)
H (2.9690, 7.6375, -5.0898)
H (1.2514, 7.9816, -5.1241)
H (3.4024, 9.9955, -5.9682)
H (2.5039, 10.0030, -4.4475)
H (1.6630, 10.2718, -5.9890)

Its gap between HOMO and LUMO is 6.79 eV. Its LUMO energy is 0.07765 Eh. The charge is -1. For the total energy, the calculation gives -2500.90676 Ha. Its energy above the lowest of the compared OMol25 structures with the same formula, charge and spin is 155.0 kcal/mol. The value obtained for the highest occupied orbital energy is -4.67 eV.